(1)
{
  "formula": "CH2N3O3P",
  "method": "ωB97M-V/def2-TZVPD",
  "symbols": ["P", "O", "O", "O", "N", "N", "N", "C", "H", "H"],
  "coordinates": [[-0.4336, -0.3857, 1.2793], [1.6091, -1.1957, 0.1912], [-0.6853, -1.6948, 1.8486], [1.4824, 0.9692, 0.3407], [-1.1951, 0.9454, 1.4351], [1.1244, -0.1596, 0.5282], [-0.2486, 0.0614, -1.5496], [0.0590, 0.1996, -2.6252], [-2.0017, 0.7551, 2.0873], [0.2894, 0.5051, -3.5356]],
  "atomic_forces_ev_per_a": [[-2.6222, 1.0841, 1.6828], [1.3285, -0.9194, -0.4070], [0.4428, -0.7232, -0.3315], [0.8039, 0.2888, 0.0423], [-0.2157, -0.6425, 0.6131], [-0.1257, 0.6888, -0.1230], [-0.8793, -0.7441, 1.3940], [-0.5875, -0.2444, 1.8200], [0.8362, 0.3471, -0.9713], [1.0189, 0.8647, -3.7195]],
  "mulliken_charge": [0.891, -0.473, -0.531, -0.467, -0.554, 0.835, -0.218, -0.151, 0.297, 0.370],
  "de_lowest_kj_mol": 274.2,
  "orbital_gap_ev": 9.91,
  "lumo_energy_ha": -0.0405,
  "e_homo_ha": -0.40472
}

(2)
{
  "formula": "C3H4NO3S2",
  "method": "ωB97M-V/def2-TZVPD",
  "symbols": ["S", "S", "O", "O", "O", "N", "C", "C", "C", "H", "H", "H", "H"],
  "coordinates": [[-0.9531, -0.2611, -1.9386], [0.5657, 0.7739, 2.4229], [-1.0505, 1.1767, -2.3235], [-0.1798, -1.0704, -2.8923], [-2.1608, -0.9924, -1.5167], [1.5172, -0.3726, 0.3185], [0.1547, -0.4677, 0.0165], [-0.5669, 0.6337, 0.9338], [1.8609, -0.0314, 1.4866], [-1.5485, 0.4054, 1.4777], [-0.1716, -1.4671, -0.0626], [2.9179, 0.0175, 1.6418], [-0.3852, 1.6556, 0.4358]],
  "atomic_forces_ev_per_a": [[1.4996, -0.1264, -0.1969], [0.2645, -0.5367, 0.1502], [-0.2404, -1.9452, 1.1360], [-0.1069, 0.7368, 0.7027], [0.5461, 1.3553, 0.2219], [1.0969, -1.4662, -0.8739], [-2.5021, 3.0659, -0.7247], [0.8065, -0.1467, 0.6841], [-1.1927, 1.2541, -1.6118], [1.0651, 0.5299, -1.7281], [-0.4830, -1.1625, 0.7236], [0.4233, 0.0503, 0.9784], [-1.1770, -1.6085, 0.5385]],
  "mulliken_charge": [1.009, -0.224, -0.618, -0.608, -0.609, -0.507, -0.293, -0.420, -0.093, 0.349, 0.318, 0.393, 0.304],
  "de_lowest_kj_mol": 104.6,
  "orbital_gap_ev": 7.61,
  "total_charge": -1,
  "lumo_energy_ha": 0.1098,
  "e_homo_ha": -0.17003
}

(3)
{
  "formula": "C4H12N2OS",
  "method": "ωB97M-V/def2-TZVPD",
  "symbols": ["S", "O", "N", "N", "C", "C", "C", "C", "H", "H", "H", "H", "H", "H", "H", "H", "H", "H", "H", "H"],
  "coordinates": [[0.8575, 0.5241, 0.0046], [0.8043, 1.7187, -0.7846], [0.3751, 0.8093, 1.5310], [-0.6905, -0.4460, -0.5232], [-0.6447, 1.8215, 1.7454], [-0.4668, -1.8526, -0.2275], [-0.9515, -0.1453, -1.8903], [2.3922, -0.2321, 0.1440], [0.0154, -1.8547, 0.6488], [2.2875, -1.1971, 0.7498], [-0.7361, 2.3020, 2.6937], [-0.1230, -0.5588, -2.6707], [-1.8152, -0.6940, -2.2452], [0.2230, -2.3172, -0.9924], [2.7801, -0.2769, -0.8257], [-1.4303, -2.3908, -0.1076], [0.5368, 0.0836, 2.2478], [-0.6071, 2.4166, 0.8216], [-1.6796, 1.4494, 1.6280], [-1.1269, 0.8403, -1.9474]],
  "atomic_forces_ev_per_a": [[0.3506, -2.3118, 0.5755], [-0.0690, 0.2632, -0.1914], [0.2847, -0.1509, 1.6111], [1.6701, 0.8897, 0.6818], [-2.0442, -0.9919, -2.2907], [-1.2407, 0.1643, -3.5404], [1.8356, -4.4193, -1.8665], [-3.0375, -0.3242, 1.9549], [1.7672, -0.5636, 3.5453], [0.3336, 1.3531, -0.9735], [1.2291, 0.6276, 0.5185], [-1.2684, 1.2230, 1.6670], [-0.5357, -0.0989, 0.2417], [-0.8238, 0.0897, 0.5859], [0.7514, -0.3594, -1.4295], [0.5902, 0.2700, -0.3543], [0.0161, 0.6967, -0.9159], [0.3371, 0.8297, 0.9668], [0.2356, -0.6955, 0.0589], [-0.3817, 3.5085, -0.8452]],
  "mulliken_charge": [0.924, -0.714, -0.203, -0.131, -0.846, -0.902, -0.889, -1.035, 0.377, 0.250, 0.350, 0.264, 0.342, 0.314, 0.383, 0.302, 0.248, 0.296, 0.316, 0.354],
  "de_lowest_kj_mol": 510.0,
  "orbital_gap_ev": 8.72,
  "lumo_energy_ha": 0.0235,
  "e_homo_ha": -0.29696
}

(4)
{
  "formula": "C26H57N2O7V",
  "method": "ωB97M-V/def2-TZVPD",
  "symbols": ["V", "O", "O", "O", "O", "O", "O", "O", "N", "N", "C", "C", "C", "C", "C", "C", "C", "C", "C", "C", "C", "C", "C", "C", "C", "C", "C", "C", "C", "C", "C", "C", "C", "C", "C", "C", "H", "H", "H", "H", "H", "H", "H", "H", "H", "H", "H", "H", "H", "H", "H", "H", "H", "H", "H", "H", "H", "H", "H", "H", "H", "H", "H", "H", "H", "H", "H", "H", "H", "H", "H", "H", "H", "H", "H", "H", "H", "H", "H", "H", "H", "H", "H", "H", "H", "H", "H", "H", "H", "H", "H", "H", "H"],
  "coordinates": [[-1.1739, 0.3332, -1.4611], [-3.5563, 0.5482, -6.1315], [-0.5756, -1.4542, -1.5401], [-4.2592, -0.5954, -3.6109], [-3.1704, 0.1601, -1.2404], [-0.6868, 0.8281, -0.0803], [1.1207, 2.8245, 5.3051], [-0.6028, 1.0914, -2.9964], [1.8930, 2.3671, 4.1767], [0.1440, -1.9720, -0.4676], [0.9572, 1.8820, -4.6395], [-1.2753, -3.9845, -0.9923], [-1.8291, -2.3258, 0.7026], [-2.6246, 0.0135, -5.2047], [-0.6587, -3.0341, 0.0403], [1.0110, 1.9610, 3.0588], [1.4414, -4.3512, 0.5124], [2.9378, 1.4614, 4.5997], [3.9153, 2.2814, 5.5184], [-3.1189, -1.0986, -4.3305], [2.2773, -3.1905, -0.1145], [0.1244, -3.7866, 1.0461], [0.0612, 2.2911, -3.4867], [0.2150, 3.1510, 2.5657], [1.9368, 1.5710, 1.8535], [2.5807, 0.0949, 5.2335], [-5.3432, 0.6304, -0.4318], [-3.8698, 2.5138, -1.6069], [1.4725, -2.3822, -1.0867], [0.7355, 3.2686, -2.4721], [2.1740, -1.0261, -1.2662], [0.0279, 0.8004, 3.4503], [3.8347, 1.1633, 3.3777], [3.0713, 0.6135, 2.1680], [1.4020, -3.0795, -2.4307], [-3.9560, 1.2558, -0.6590], [4.8439, 1.7767, 5.7215], [-5.2485, -0.2495, 0.1707], [-2.4051, 0.7148, -4.4299], [-0.2360, 0.7436, 4.4966], [-2.3508, -3.0913, 1.3706], [2.2342, -0.5797, -0.2672], [0.8571, 4.0254, 2.5019], [0.6445, -2.6751, -3.0696], [4.0698, 3.1956, 5.0236], [1.6272, 0.0621, 5.7805], [1.8115, 3.3375, -2.5504], [-3.4762, 1.5256, 0.3008], [-4.2245, 2.2659, -2.5843], [-3.4792, -1.8744, -4.9895], [1.1801, -4.1724, -2.2256], [3.0903, -1.1727, -1.7984], [2.3726, 2.4492, 1.3920], [-0.5767, -4.5480, 1.4552], [-3.8844, -0.4195, -2.6881], [-4.3916, 0.4070, -5.6654], [0.3319, -0.2263, 3.2270], [3.4104, -0.2707, 5.9344], [0.8157, 1.9801, 5.7464], [2.4066, -2.9401, -2.8202], [-0.5538, -4.6582, -1.4752], [-0.5673, 3.4068, 3.2935], [4.3475, 2.0542, 2.9741], [-0.9083, 1.0231, 2.9711], [1.3320, 1.2713, 1.0261], [-0.7565, 2.8420, -3.9381], [1.4857, -0.3573, -1.8374], [2.0091, -4.8005, 1.2969], [-2.8455, 2.7762, -1.6825], [0.4804, 1.1152, -5.2830], [1.8380, 1.4445, -4.2447], [-4.4279, 3.2876, -1.1047], [-2.5890, -1.8978, -0.0519], [-1.9034, -3.4742, -1.7804], [-1.9764, -4.6519, -0.5198], [1.2691, 2.7295, -5.2691], [2.6670, -2.4699, 0.6219], [-2.2741, -1.4479, -3.6746], [-1.5089, -1.5203, 1.3310], [3.4323, 2.5777, 6.4538], [2.3897, -0.6480, 4.4659], [-0.1372, 3.0705, 1.5960], [2.6891, -0.2839, 2.5567], [-5.6182, 0.3375, -1.4416], [3.1403, -3.5684, -0.6260], [0.4674, 2.8382, -1.4901], [0.2664, 4.2297, -2.5645], [1.3281, -5.1604, -0.2014], [-1.7355, -0.2187, -5.7802], [4.6510, 0.5278, 3.6988], [0.3480, -3.1606, 1.9331], [3.7308, 0.3642, 1.3323], [-6.1257, 1.3334, 0.0227]],
  "atomic_forces_ev_per_a": [[-1.7544, -1.0315, -1.1561], [-0.6180, -0.6319, 0.3739], [-0.8179, 0.8825, -0.5540], [1.1425, -0.5188, 0.7611], [0.3842, 0.9311, 0.0748], [0.7886, 1.3396, 2.4282], [0.0410, -1.7206, 0.0437], [1.2899, 1.6429, -0.3449], [-0.5224, 0.6201, -0.0312], [1.9543, -0.4860, -1.5530], [-0.3938, -0.0953, -0.6579], [-0.4061, -0.2393, -1.3920], [-2.4385, -1.0217, 0.0735], [0.6835, 0.4376, 0.1893], [-1.5693, 0.2426, -0.2797], [0.6261, -1.2316, -0.5009], [0.3341, 1.0476, -0.3295], [2.2665, 0.2033, 0.1461], [-1.9321, -0.6640, 0.6581], [-0.4771, -0.1517, -0.3890], [-0.6717, -0.3394, 1.0516], [0.2064, -1.1102, 1.6164], [-0.9565, -0.4401, -0.6883], [0.6026, 1.2262, 2.5339], [0.2915, 0.1663, 0.1432], [0.0780, -0.3155, 0.9367], [-0.3249, 1.9702, -0.3837], [-0.8345, -1.8467, 1.8480], [-0.7774, 1.6076, 0.2177], [-1.0663, -2.0113, 0.4767], [-1.8489, 0.3560, 0.0666], [0.2941, 0.1747, -0.2728], [0.2626, 0.7938, -1.3972], [0.1182, 0.5458, 1.1267], [-0.0057, -1.6615, 1.0823], [1.3188, -0.8466, -0.7582], [0.2962, -0.3496, -0.0148], [0.0861, -0.4474, 0.4063], [0.6342, 1.2893, 0.0201], [0.1445, 0.4593, 0.5982], [0.3139, 0.9324, -0.7918], [0.5326, 0.0262, -0.2842], [0.3740, 0.1395, 0.3188], [-0.2855, 0.2892, -0.3843], [0.5382, 1.1685, -0.7990], [0.3239, 0.3803, 0.2897], [0.2546, -0.0524, -0.1385], [-0.1809, -0.0218, -0.2161], [-0.5081, -0.0480, -0.6189], [-0.0643, -0.8743, 0.0671], [0.4902, 1.1248, -0.7306], [0.8543, 0.2724, -0.0774], [0.3064, 0.8077, 0.5102], [0.6556, -0.0146, -0.2616], [-0.6025, 0.3022, -0.4965], [-0.2479, 0.3274, -0.2019], [0.2163, 0.2731, -0.4986], [-1.1674, 0.5335, -1.0519], [0.1713, 1.2152, -0.4830], [-0.0049, -0.3961, -0.5879], [-0.1452, 0.3645, 0.0006], [-0.0492, -0.0809, -0.3979], [-0.2863, 0.2279, 0.7114], [-0.4111, -0.3121, -0.5295], [-0.8374, -0.9284, -0.2536], [-0.3319, 0.3245, -0.0845], [0.7604, -0.4952, 0.1042], [0.4234, -0.2552, 0.8291], [1.0552, 0.4471, -0.0296], [0.0563, 0.5497, 0.3809], [1.0964, -0.5699, 0.3882], [-0.2616, 0.6442, -0.2404], [1.2329, -0.7471, 1.1700], [1.0566, -0.2533, 0.8094], [-0.3215, -0.2711, 0.6250], [-0.2108, -0.0834, 0.2371], [-0.2649, -0.5249, 0.3336], [-0.8448, 0.1573, -0.4482], [0.3627, 0.5495, 0.3346], [0.0502, -0.3472, 0.1204], [0.3462, -0.2062, -0.1425], [-1.1449, -0.9004, -1.8065], [-0.8920, -1.7196, -0.1541], [-0.6601, -0.1655, 0.0069], [0.6045, -0.3915, -0.3363], [0.3206, 0.4650, -0.0742], [-0.0074, 0.5685, 0.0197], [-0.3655, 0.0120, -0.3799], [0.2999, -0.2238, 0.1200], [0.0472, -0.5026, 0.1073], [-0.0008, 0.0815, -0.4992], [-0.1583, 0.2697, 0.0126], [1.0829, -0.8443, -0.6678]],
  "mulliken_charge": [0.597, -0.625, -0.346, -0.698, 0.570, -0.432, -0.500, -0.457, 0.097, 0.782, -1.543, -1.381, -1.631, 0.056, 1.755, 2.196, -0.899, 1.506, -2.100, -0.047, -1.005, -1.149, 0.469, -2.243, -0.730, -1.159, -1.353, -1.289, 1.492, -0.863, -1.566, -1.487, -1.643, -0.391, -1.480, 0.533, 0.430, 0.342, -0.069, 0.460, 0.478, 0.055, 0.477, -0.049, 0.538, 0.174, 0.349, 0.170, 0.186, 0.386, 0.299, 0.630, 0.483, 0.452, 0.137, 0.386, 0.077, 0.330, 0.415, 0.614, 0.316, 0.397, 0.433, 0.413, -0.371, 0.410, 0.026, 0.520, 0.211, 0.247, 0.406, 0.470, 0.038, -0.058, 0.530, 0.346, 0.101, -0.394, 0.018, 0.365, 0.319, 0.348, -0.082, 0.274, 0.378, -0.128, 0.336, 0.404, 0.335, 0.512, 0.082, 0.712, 0.299],
  "de_lowest_kj_mol": 0.0,
  "s_squared": 0.7566,
  "orbital_gap_ev": [6.63, 7.48],
  "total_charge": -1,
  "lumo_energy_ha": [0.0907, 0.0907],
  "multiplicity": 2,
  "e_homo_ha": [-0.15305, -0.18421]
}

no.,electronic energy (a.u.)
1,-770.50096
2,-1193.56770
3,-742.36682
4,-2605.05085